Record 1
The following is a DFT calculation (ωB97M-V with the def2-TZVPD basis set) of 6 unconnected molecules or ions with the total composition C20H48BN12O7.

```
88
Properties=species:S:1:pos:R:3:lowdin_charge:R:1
C 4.616 -0.795 3.172 -0.12
C 5.167 0.554 2.541 -0.25
C 4.107 1.204 1.589 -0.23
C 3.015 2.056 2.336 -0.19
C 1.864 2.464 1.304 -0.20
C 0.606 1.553 1.485 -0.22
C -0.327 1.987 2.706 -0.19
C -1.836 1.680 2.414 -0.19
C -2.269 0.215 2.860 -0.16
C -2.423 -0.676 1.556 -0.18
C -2.029 -2.185 1.808 -0.11
C -0.557 -2.433 1.372 -0.18
C -0.169 -2.041 0.010 0.11
C 1.177 -2.183 -0.482 0.03
B 1.639 -1.730 -1.950 -0.55
O 2.954 -1.770 -2.423 0.13
O 0.627 -1.220 -2.791 0.11
C 2.090 -2.800 0.502 0.04
N 1.551 -3.128 1.687 0.03
N 0.349 -2.978 2.177 0.16
H 4.734 -1.587 2.387 0.06
H 3.533 -0.700 3.426 0.06
H 5.198 -1.045 4.087 0.07
H 5.518 1.281 3.307 0.11
H 6.050 0.256 1.919 0.11
H 3.578 0.368 1.056 0.09
H 4.586 1.828 0.792 0.12
H 3.440 2.961 2.835 0.12
H 2.502 1.414 3.102 0.10
H 2.274 2.326 0.276 0.10
H 1.629 3.536 1.506 0.11
H 0.034 1.545 0.527 0.10
H 0.947 0.505 1.713 0.09
H 0.065 1.552 3.654 0.11
H -0.185 3.099 2.790 0.11
H -1.994 1.857 1.317 0.10
H -2.438 2.442 2.973 0.09
H -1.464 -0.172 3.532 0.11
H -3.257 0.227 3.373 0.10
H -1.811 -0.173 0.771 0.08
H -3.476 -0.673 1.172 0.12
H -2.737 -2.857 1.257 0.13
H -2.092 -2.440 2.889 0.12
H -0.958 -1.619 -0.649 0.14
H 3.357 -0.952 -2.060 0.13
H 0.461 -0.319 -2.411 0.09
H 3.163 -2.984 0.267 0.16
H 2.211 -3.582 2.330 0.18
C -1.773 1.435 -3.646 -0.67
O -0.750 1.468 -2.959 -0.02
N -1.759 1.603 -4.989 0.18
N -3.002 1.230 -3.119 0.17
H -2.587 1.579 -5.561 0.08
H -0.867 1.759 -5.425 0.10
H -3.062 1.101 -2.124 0.10
H -3.846 1.202 -3.669 0.07
C -4.240 2.233 5.784 -0.68
O -4.317 2.434 4.582 0.01
N -3.863 3.198 6.665 0.15
N -4.527 1.024 6.345 0.15
H -3.794 3.054 7.656 0.10
H -3.645 4.103 6.288 0.11
H -4.810 0.287 5.726 0.10
H -4.471 0.838 7.329 0.10
C 3.619 1.487 -4.656 -0.69
O 4.801 1.571 -4.936 0.03
N 2.985 0.289 -4.497 0.16
N 2.824 2.580 -4.475 0.15
H 2.012 0.197 -4.266 0.07
H 3.537 -0.542 -4.622 0.10
H 3.255 3.482 -4.583 0.11
H 1.848 2.530 -4.242 0.08
C 2.599 -7.278 0.096 -0.68
O 3.109 -8.187 0.715 0.06
N 2.245 -6.093 0.691 0.14
N 2.333 -7.351 -1.237 0.16
H 1.821 -5.329 0.203 0.06
H 2.426 -6.006 1.676 0.10
H 2.579 -8.205 -1.707 0.11
H 1.911 -6.610 -1.765 0.09
C -5.494 2.241 -6.143 -0.67
O -5.002 1.313 -5.507 -0.01
N -5.849 3.417 -5.564 0.16
N -5.725 2.165 -7.478 0.16
H -6.252 4.186 -6.065 0.10
H -5.693 3.508 -4.575 0.11
H -5.475 1.308 -7.939 0.11
H -6.126 2.909 -8.018 0.10
```

E_LUMO: -4.778 eV
Total charge: +1
Kohn-Sham gap: 6.7 eV
E: -1999.4798 hartree



Record 2
The following is a DFT calculation (ωB97M-V with the def2-TZVPD basis set) of 8 unconnected molecules or ions with the total composition C20H48N6O8.

```
82
Properties=species:S:1:pos:R:3:lowdin_charge:R:1
O 22.149 -17.582 -8.740 -0.53
H 21.927 -17.895 -9.639 -0.18
C 21.362 -17.083 -12.150 -0.09
C 20.076 -17.621 -11.672 -0.46
O 19.391 -16.940 -10.629 -0.34
H 21.884 -17.805 -12.778 0.04
H 22.068 -16.725 -11.401 0.08
H 21.173 -16.213 -12.779 0.02
H 20.124 -18.602 -11.200 0.07
H 19.483 -17.864 -12.554 0.00
C 23.306 -15.564 -10.024 -0.37
O 23.990 -16.371 -9.401 -0.03
N 23.892 -14.805 -10.937 -0.19
C 23.146 -14.069 -11.889 -0.08
C 25.328 -14.874 -11.336 -0.04
H 22.229 -15.350 -9.941 0.14
H 23.641 -13.098 -11.910 0.09
H 22.084 -14.032 -11.648 0.08
H 23.315 -14.599 -12.826 0.05
H 25.557 -15.573 -12.141 0.06
H 25.691 -13.953 -11.792 0.07
H 25.961 -15.177 -10.502 0.08
C 24.967 -17.941 -15.534 -0.34
O 25.700 -17.041 -16.079 -0.09
N 24.144 -17.757 -14.495 -0.17
C 23.499 -18.905 -13.916 -0.09
C 23.914 -16.384 -14.002 -0.04
H 24.881 -18.991 -15.854 0.13
H 22.590 -18.700 -13.351 0.06
H 24.259 -19.281 -13.231 0.09
H 23.294 -19.605 -14.725 0.09
H 24.184 -15.590 -14.697 0.11
H 22.853 -16.344 -13.754 0.04
H 24.375 -16.152 -13.042 0.06
C 22.470 -19.631 -11.278 -0.30
O 23.550 -19.516 -11.868 -0.07
N 21.721 -20.732 -11.348 -0.16
C 20.731 -21.102 -10.322 -0.05
C 21.924 -21.776 -12.330 -0.04
H 22.061 -18.918 -10.546 0.09
H 20.191 -20.237 -9.936 0.09
H 21.111 -21.777 -9.555 0.08
H 19.944 -21.703 -10.778 0.06
H 22.630 -22.490 -11.908 0.09
H 20.935 -22.109 -12.645 0.08
H 22.384 -21.326 -13.209 0.07
C 20.010 -18.039 -14.980 -0.34
O 19.938 -19.123 -15.519 0.01
N 20.900 -17.071 -15.233 -0.10
C 20.782 -15.780 -14.623 -0.16
C 21.982 -17.242 -16.218 -0.02
H 19.395 -17.762 -14.110 0.10
H 19.874 -15.706 -14.024 0.03
H 20.702 -15.074 -15.450 0.11
H 21.649 -15.483 -14.033 0.06
H 22.934 -16.852 -15.856 0.06
H 21.929 -18.179 -16.772 0.09
H 21.763 -16.650 -17.107 0.08
C 19.906 -14.755 -12.669 -0.38
O 20.650 -14.028 -13.269 -0.03
N 18.644 -15.161 -13.098 -0.14
C 17.720 -15.942 -12.276 -0.07
C 18.176 -14.720 -14.422 -0.05
H 20.239 -15.105 -11.680 0.14
H 16.695 -15.571 -12.286 0.08
H 17.946 -16.160 -11.232 0.07
H 17.641 -16.941 -12.706 0.04
H 17.351 -14.013 -14.335 0.08
H 18.883 -14.314 -15.145 0.08
H 17.705 -15.554 -14.944 0.09
C 15.786 -19.222 -13.014 -0.33
O 15.476 -18.098 -12.607 -0.02
N 17.057 -19.601 -13.212 -0.16
C 18.176 -19.038 -12.541 -0.10
C 17.308 -20.831 -13.934 -0.07
H 15.003 -19.937 -13.313 0.12
H 17.884 -18.323 -11.771 0.10
H 18.822 -18.517 -13.247 0.02
H 18.722 -19.819 -12.011 0.11
H 16.617 -21.160 -14.710 0.08
H 18.305 -20.679 -14.349 0.07
H 17.582 -21.672 -13.297 0.07
```

E_LUMO: 4.461 eV
Total charge: -2
Kohn-Sham gap: 3.6 eV
E: -1720.7745 hartree



Record 3
The following is a DFT calculation (ωB97M-V with the def2-TZVPD basis set) of 3 unconnected molecules or ions with the total composition C20H49N4O5.

```
78
Properties=species:S:1:pos:R:3:lowdin_charge:R:1
C 1.934 -6.305 0.828 -0.13
C 1.353 -4.795 1.246 -0.25
C 0.830 -4.947 2.814 -0.19
C -0.306 -3.785 3.215 -0.20
N 0.221 -2.742 4.174 -0.06
C -0.091 -3.050 5.620 -0.27
C 0.407 -4.511 6.157 -0.12
O 1.854 -4.741 6.137 -0.18
C 2.641 -3.505 6.192 -0.15
C 1.929 -2.242 6.952 -0.09
N 0.474 -2.015 6.609 0.05
H 1.003 -7.032 0.836 0.08
H 2.622 -6.640 1.729 0.08
H 2.503 -6.304 -0.197 0.08
H 0.479 -4.467 0.533 0.11
H 2.280 -4.043 1.224 0.12
H 0.273 -5.982 2.954 0.12
H 1.774 -4.861 3.505 0.11
H -0.508 -3.214 2.186 0.13
H -1.327 -4.271 3.518 0.13
H -0.224 -1.790 4.008 0.13
H -1.283 -3.046 5.705 0.18
H 0.016 -4.618 7.275 0.15
H -0.131 -5.396 5.565 0.16
H 3.744 -3.704 6.600 0.17
H 2.804 -3.162 5.060 0.14
H 2.510 -1.267 6.580 0.17
H 2.023 -2.341 8.118 0.16
H -0.087 -2.142 7.494 0.19
H 0.272 -1.063 6.184 0.20
C 2.704 2.003 -1.186 -0.11
O 1.448 1.647 -1.751 -0.21
C 1.487 1.507 -3.178 -0.19
C 1.348 0.033 -3.585 -0.20
N 2.549 -0.734 -3.233 -0.05
C 2.374 -2.189 -3.329 -0.19
C 1.316 -2.842 -2.416 -0.21
O 1.643 -2.811 -1.026 -0.22
C 1.320 -1.593 -0.370 -0.10
H 2.539 2.279 -0.141 0.09
H 3.393 1.154 -1.205 0.07
H 3.148 2.855 -1.706 0.09
H 2.383 1.965 -3.615 0.12
H 0.621 2.055 -3.565 0.11
H 1.183 -0.030 -4.666 0.13
H 0.463 -0.364 -3.080 0.10
H 2.818 -0.511 -2.282 0.06
H 3.345 -2.632 -3.088 0.12
H 2.159 -2.450 -4.372 0.12
H 1.275 -3.904 -2.684 0.12
H 0.307 -2.454 -2.589 0.11
H 0.424 -1.119 -0.783 0.09
H 2.171 -0.912 -0.414 0.07
H 1.137 -1.810 0.685 0.06
C -4.207 7.489 -4.588 -0.11
O -3.039 7.456 -3.778 -0.20
C -3.323 7.416 -2.373 -0.20
C -2.974 6.041 -1.785 -0.21
N -3.907 5.008 -2.252 -0.05
C -3.467 3.637 -1.964 -0.19
C -2.143 3.164 -2.601 -0.22
O -2.195 3.021 -4.022 -0.19
C -2.001 4.229 -4.744 -0.10
H -3.902 7.718 -5.613 0.09
H -4.702 6.514 -4.594 0.07
H -4.903 8.261 -4.252 0.09
H -4.360 7.699 -2.152 0.12
H -2.675 8.165 -1.905 0.12
H -3.012 6.094 -0.692 0.12
H -1.947 5.809 -2.082 0.10
H -4.026 5.097 -3.254 0.06
H -4.265 2.977 -2.319 0.12
H -3.409 3.505 -0.877 0.11
H -1.944 2.158 -2.213 0.12
H -1.285 3.772 -2.300 0.11
H -1.316 4.915 -4.237 0.09
H -2.964 4.711 -4.924 0.07
H -1.579 3.980 -5.720 0.09
```

E_LUMO: -3.520 eV
Total charge: +1
ΔE to the lowest compared entry with this formula, charge and spin: 241.3 kcal per mole
Kohn-Sham gap: 6.4 eV
E: -1386.1357 hartree